Entry 1:
22
Properties=species:S:1:pos:R:3:forces:R:3:lowdin_charge:R:1 method="wB97M-V/def2-TZVPD" orbital_gap_ev=7.4940 relative_energy_kj_mol=230.4 homo_energy_ev=-7.7433 total_energy_ev=-27048.6492
O -0.367 2.236 1.748 -0.01 1.19 0.80 0.01
C -1.180 1.299 1.212 0.81 -0.59 -1.22 -0.73
C 0.432 2.981 0.827 -1.84 -2.13 -0.94 -0.15
O -1.784 0.567 2.000 -0.58 -0.02 -0.08 0.00
O -1.125 1.220 -0.058 -0.94 1.58 1.75 -0.14
C 1.494 2.056 0.272 4.14 -1.09 -0.01 -0.02
H 0.904 3.784 1.405 0.26 -0.38 -0.26 0.14
H -0.171 3.381 0.003 -0.05 0.14 0.39 0.13
H 2.110 1.718 1.116 -0.16 0.19 -0.13 0.12
H 2.128 2.678 -0.374 -0.07 -0.33 0.06 0.12
O 0.933 -1.290 -0.912 1.32 0.01 0.02 -0.17
C 1.485 -0.462 -0.012 -0.59 -0.56 1.40 -0.13
C 0.456 -2.576 -0.460 0.42 -0.12 0.40 -0.16
O 1.573 0.692 -0.586 -1.74 2.83 -0.44 -0.09
O -1.731 -1.735 -1.007 -3.15 -6.28 2.06 -0.51
C -0.886 -2.813 -1.150 0.33 -0.87 -0.39 -0.37
H 0.346 -2.531 0.633 0.06 0.03 -0.29 0.12
H 1.201 -3.338 -0.728 -0.24 0.17 0.06 0.13
H -1.285 -3.761 -0.731 0.01 0.29 -0.02 0.12
H -0.680 -3.029 -2.223 -0.09 0.08 0.31 0.11
Ag -0.984 -0.177 -1.597 1.85 5.62 -3.67 0.83
Na -2.869 -0.900 0.624 0.26 0.25 0.18 0.65


Entry 2:
27
Properties=species:S:1:pos:R:3:forces:R:3:lowdin_charge:R:1 method="wB97M-V/def2-TZVPD" orbital_gap_ev=9.1303 relative_energy_kj_mol=484.7 homo_energy_ev=-9.3617 total_energy_ev=-18717.1121
O -0.392 -0.434 -0.348 -0.12 -2.80 0.06 -0.11
H -0.305 0.369 -0.873 0.33 -1.07 0.34 -0.05
H -1.306 -0.708 -0.487 0.24 -0.43 0.13 0.04
O -0.122 -3.406 2.884 -0.05 -0.23 -0.01 -0.06
H -0.709 -3.755 2.204 0.08 0.12 0.01 0.03
H 0.657 -3.972 2.834 -0.03 0.13 0.01 0.03
O -2.313 0.356 1.865 -0.48 0.19 0.23 -0.05
H -2.232 0.119 2.796 0.06 -0.10 -0.14 0.05
H -2.010 1.270 1.828 0.22 -0.17 0.25 0.02
O -3.154 -4.304 -1.038 -0.19 0.07 0.03 -0.06
H -3.873 -4.227 -1.674 0.10 -0.04 0.02 0.03
H -3.557 -4.057 -0.198 0.08 -0.02 -0.04 0.03
O 1.636 1.978 1.258 0.53 0.24 0.20 -0.05
H 1.047 2.628 0.860 0.37 -0.22 0.50 0.01
H 2.057 1.550 0.504 0.06 0.03 0.34 0.00
O 3.257 3.280 -0.613 0.00 0.15 -0.36 -0.05
H 3.699 4.061 -0.965 0.06 -0.07 0.03 0.05
H 2.471 3.189 -1.162 0.10 0.05 -0.01 0.03
O 2.967 -0.859 -0.258 0.07 0.33 -0.17 -0.05
H 3.360 -0.027 -0.545 0.15 -0.13 0.04 0.02
H 2.025 -0.664 -0.194 -0.36 -0.27 0.11 0.01
O -0.556 1.641 0.210 -1.01 3.17 0.23 -0.11
H -0.396 2.449 -0.290 -0.31 0.37 -0.07 0.07
H -1.485 1.443 0.046 -0.01 -0.06 -0.02 0.06
O -0.175 0.609 -2.504 0.04 0.86 -1.68 -0.04
H -1.022 0.866 -2.885 -0.01 -0.03 -0.06 0.07
H 0.429 0.606 -3.255 0.09 -0.08 0.05 0.07